Formula: C28H42BO13
Source: the Open Molecules 2025 dataset
Level of theory: ωB97M-V with the def2-TZVPD basis set

Each line ends with the Mulliken charge.
Atoms and positions in Å:
O1 -0.9921 -2.5029 -6.4485  -0.6497
H1 -1.1237 -1.2646 2.9554  -0.8665
H2 3.5195 -2.3623 5.6375  0.3738
O2 0.2550 -4.9891 1.7324  -0.7427
C1 -0.0827 1.8345 -0.5427  0.3977
H3 2.8393 2.1135 -4.9460  0.4656
H4 1.0680 -0.9715 3.3319  -0.1533
B1 0.5585 -3.5564 1.8599  0.6373
H5 2.8660 -1.3621 1.0148  0.3168
H6 -1.5114 0.2687 1.1429  0.1054
C2 -2.1249 -0.8290 -5.2705  0.3855
H7 1.1347 -1.1599 1.0470  -0.2242
O3 2.7374 -2.1171 3.8165  -0.3790
C3 1.7425 -1.2327 5.8786  -1.0700
C4 1.0331 4.8816 -6.1015  0.3670
H8 -0.2196 3.0419 1.2600  0.4058
H9 3.8771 1.6568 -1.3739  0.3174
C5 -2.3455 -3.0265 3.2197  -1.8119
C6 1.0804 4.8380 -3.6770  1.0197
H10 0.4939 -3.3579 3.0949  -0.2545
C7 3.5403 2.2879 -0.5462  -0.8299
O4 -0.6749 -2.9231 1.3535  -0.1168
H11 -3.4335 -3.1093 3.1172  0.3993
O5 2.2653 3.0702 -2.5651  -0.2231
C8 2.0835 -1.1948 2.9904  -0.3169
C9 2.9952 -1.5880 5.0779  -0.2692
C10 2.2492 3.0176 -4.8958  -0.7206
H12 -1.7653 2.5981 0.4684  0.2909
H13 1.0674 4.8027 -7.9480  0.3541
H14 -3.1094 0.5864 -4.0351  0.4492
O6 2.1029 3.1410 -7.2396  -0.6524
H15 -3.6987 -1.0799 2.1194  0.4598
H16 -1.5784 2.3997 3.1658  0.5721
H17 -1.1802 -5.3481 3.2536  0.2802
H18 -2.4386 -3.7541 1.1039  0.4297
H19 -3.4996 1.1849 2.0525  0.1839
H20 2.0350 -0.9546 6.8929  0.4458
H21 -1.4945 -5.8741 1.6512  0.2686
H22 1.8954 3.6468 -1.8746  0.4551
O7 0.7774 5.3025 -2.5988  -0.6214
O8 -2.4224 -0.5104 -1.7614  -0.5680
H23 -2.0718 -0.8574 -7.1180  0.3535
C11 -1.2298 -2.1638 -2.9239  0.0920
C12 -1.0552 -5.0315 2.2063  -0.7325
H24 3.7612 1.7889 0.3977  0.2765
C13 -0.7790 2.2472 0.7707  -1.1566
H25 -1.9200 -1.4175 4.5397  0.2366
H26 1.0491 -2.0625 5.9695  0.2478
C14 -1.6235 1.3184 3.0122  -0.9581
H27 -1.2506 -2.1432 -1.0732  0.0793
C15 -1.2846 -2.0686 -5.3475  1.0572
H28 1.6101 1.0156 0.6209  -0.0435
H29 -0.0931 2.6771 -1.2339  0.2446
H30 2.6411 -0.2439 3.0561  0.5819
H31 -1.0481 0.8975 3.8337  0.2001
C16 0.6834 5.4479 -4.9423  -1.1193
C17 1.8326 3.6146 -6.1513  1.0042
O9 2.1688 2.5816 -0.6437  -0.5098
H32 1.2357 -0.3810 5.4331  0.2362
C18 -2.5019 -0.3055 -4.1004  -1.1304
C19 -3.2665 -0.7011 3.0430  -1.0606
O10 0.6945 5.4045 -7.2766  -0.5817
C20 -3.0736 0.8377 2.9981  -0.8374
H33 -4.0315 -0.8928 3.7995  0.3830
C21 1.3875 1.4418 -0.3560  -0.0562
H34 -2.1061 -3.6056 4.1061  0.5132
H35 3.6822 -0.7314 5.0227  0.2843
H36 -0.2388 -3.5680 -4.1769  0.4823
H37 4.0704 3.2316 -0.6342  0.3042
O11 1.8462 -3.0509 1.4031  -0.7765
H38 -0.6117 1.0070 -1.0033  -0.2889
C22 -1.7453 -3.5928 1.9329  0.4266
H39 0.0342 0.5398 1.8775  -0.8447
C23 -0.8584 -2.6858 -4.1072  -0.7143
C24 -0.9155 1.0211 1.6623  1.2360
O12 -0.8596 -2.6944 -1.7833  -0.3090
H40 -3.6243 1.3559 3.7832  0.4632
H41 1.6133 0.6675 -1.1015  0.3198
H42 0.1054 6.3599 -4.8962  0.4166
C25 1.9570 -1.6953 1.5358  0.1432
C26 -2.0954 -0.9363 -2.8482  1.0618
O13 -2.4707 -0.2856 -6.4353  -0.6049
C27 -2.0435 -1.5286 3.4620  1.2659
C28 1.9040 3.5833 -3.7267  -0.0962

Cartesian forces (eV/Å) of the 2 atoms listed first:
-0.17 0.25 -0.38
0.08 0.05 -0.09

LUMO level = 0.25 eV
Net charge = -1
Frontier orbital gap = 4.45 eV

---

Formula: C28H42BrN3P2Pb
Source: the Open Molecules 2025 dataset
Level of theory: ωB97M-V with the def2-TZVPD basis set

Each line ends with the Mulliken charge.
Atoms and positions in Å:
C1 -1.3505 -0.4800 -2.0855  -0.9803
H1 2.3589 -0.0952 1.9834  0.2900
H2 -0.2057 2.3296 2.2905  0.1506
C2 -1.3265 0.5912 -1.0685  0.8248
H3 1.4757 -0.6443 0.4863  1.1953
H4 -2.8119 -2.7433 -1.7602  0.5027
H5 4.2864 -0.9120 3.5579  0.3994
C3 2.7679 -5.0250 -0.9945  0.6305
C4 0.8670 2.1852 2.5092  0.4527
N1 -4.5577 -2.2323 -0.6426  0.0264
H6 2.5692 -7.8221 -2.9568  0.3698
C5 2.2791 -0.2695 3.0651  0.4789
H7 1.3666 1.8331 1.5914  -0.1411
H8 -1.4517 1.6931 -3.8000  0.5099
C6 0.3329 -1.8313 -0.9129  0.7226
H9 -0.9703 5.6011 -2.2257  0.3164
C7 -0.6940 -1.6629 -1.8947  -1.2115
H10 -2.0182 -0.3963 -2.9424  0.5387
N2 4.3370 -7.0498 -2.1683  -0.5213
H11 -1.7652 6.2284 -0.7933  0.3923
C8 -1.4206 0.6350 5.0159  -1.3067
H12 -2.8329 4.4573 -3.4690  0.3363
C9 -3.8404 -3.0147 1.2894  -0.3267
H13 -1.0709 0.0844 5.9004  0.3663
H14 1.1487 -5.9846 -2.0523  0.4152
C10 1.4561 3.5335 2.9340  -1.3738
H15 1.0633 1.0098 -3.0131  0.2424
C11 0.5621 -0.6771 -0.1094  -1.1549
C12 1.9453 -3.9693 -0.4080  -0.9003
H16 2.4690 3.4215 3.3366  0.3639
H17 5.9788 -6.1943 -1.2070  0.3600
H18 -5.0911 -1.7555 -1.3707  0.2517
H19 -2.9479 2.0269 -2.8859  0.4854
H20 -2.6928 3.4639 -4.9356  0.4159
H21 -0.3365 1.0147 0.8323  -0.0679
H22 1.5056 4.1946 2.0584  0.3112
H23 -3.7453 -3.3184 2.3142  0.4108
P1 1.0095 0.8233 3.7464  -0.3680
H24 -0.1214 5.6322 -0.6680  0.3635
C13 4.8920 -6.1332 -1.3715  -0.4030
H25 0.8228 4.0218 3.6861  0.3678
H26 0.9047 3.8953 -1.9064  0.6229
H27 3.5367 0.0803 4.8234  0.4171
H28 0.8553 2.4696 -4.0170  0.3487
N3 -2.8284 -3.1797 0.3658  -0.2783
C14 -0.3006 0.3862 -0.0588  -0.5491
H29 4.1568 0.8369 3.3368  0.3106
H30 -1.2178 0.4778 2.8378  -0.0085
Br1 -3.1380 0.5935 -0.3345  0.0729
C15 0.7265 2.8130 -1.8647  -0.2732
H31 -2.5012 0.4690 4.9160  0.3825
C16 -4.9249 -2.3959 0.6744  -0.4159
H32 2.3515 2.2278 -3.1294  0.4374
H33 -5.8813 -2.1185 1.0534  0.4270
H34 -1.2334 4.2347 -4.2790  0.3187
C17 4.1562 -5.0923 -0.7814  -0.3831
H35 -1.2449 1.7071 5.1985  0.3407
H36 1.2365 2.4558 -0.9601  0.1023
C18 -3.2987 -2.7430 -0.7985  -0.5131
H37 -0.6229 -0.9580 3.7179  0.2578
C19 -1.9766 2.4601 -3.2049  -0.7902
C20 2.2005 -6.0247 -1.8047  -0.4075
C21 -2.1850 3.7478 -4.0066  -1.4033
Pb1 1.0641 -3.0359 1.4918  0.9440
H38 4.6778 -4.3108 -0.2366  0.3900
H39 -1.5182 3.9183 0.3166  0.4018
C22 3.0102 -7.0308 -2.3416  -0.3541
H40 -2.7606 4.0936 -0.9007  0.5438
H41 1.9300 -1.2941 3.2789  -0.0070
C23 1.2662 2.0857 -3.0783  -1.3614
C24 -0.6903 0.1425 3.7457  0.1965
C25 1.1233 -3.0002 -0.6490  0.1735
H42 -0.9405 -2.5661 -2.4826  0.7930
P2 -1.0589 2.6007 -1.6152  0.8890
C26 -1.6732 4.0844 -0.7572  -0.5153
C27 -1.0847 5.4441 -1.1494  -1.3193
C28 3.6417 -0.0440 3.7381  -1.5270

Cartesian forces (eV/Å) of the 2 atoms listed first:
0.73 -0.92 -0.57
0.20 -0.33 0.11

LUMO level (alpha / beta) = -7.61 / -7.63 eV
ΔE to the lowest compared entry with this formula, charge and spin = 135.0 kJ/mol
Net charge = +2
Frontier orbital gap (alpha / beta) = 5.13 / 5.11 eV

---

Formula: C28H42Cl2GdNPS
Source: the Open Molecules 2025 dataset
Level of theory: ωB97M-V with the def2-TZVPD basis set

Each line ends with the Mulliken charge.
Atoms and positions in Å:
P1 -0.2440 0.6667 -0.2377  0.5042
H1 -2.0966 5.1355 0.8544  0.3839
H2 -1.1853 2.9122 1.4765  0.1985
C1 -2.3442 1.0955 -2.2149  -0.4925
H3 0.2268 5.1338 1.7238  0.2746
C2 1.4673 -1.3984 -1.1821  0.6606
C3 2.7773 -1.7292 -1.9076  -0.7748
C4 1.2063 4.6335 -0.1288  -0.8418
C5 2.7200 -1.3105 -3.3825  -0.7636
H4 2.0025 0.6216 -0.8551  0.8350
H5 3.6001 -1.1998 -1.4074  0.3878
C6 -0.4498 -0.2603 5.2648  -0.1721
C7 -0.3752 -4.2224 1.7758  -0.7007
H6 -1.5235 -1.9955 1.5738  0.1436
H7 1.5485 -1.6513 -0.1243  -1.4764
S1 0.1796 -0.3270 6.8199  -0.2408
C8 -1.8761 0.2437 -1.0217  0.3082
H8 -0.2959 2.7512 -1.4455  0.6263
C9 1.6913 -5.4636 1.8372  -0.4296
H9 0.8505 1.5889 -2.8860  0.2505
C10 0.0632 5.2933 0.6498  -0.6401
H10 1.1034 4.8725 -1.1974  0.3463
H11 2.2940 0.4558 -4.5796  0.4092
C11 -0.1533 2.5211 -0.3802  -0.1258
H12 1.9530 -1.9074 -3.8976  0.3099
C12 2.3729 0.1777 -3.5213  -0.9039
H13 2.2859 -2.1068 1.8752  0.1643
C13 -1.2997 3.1710 0.4153  -0.6605
H14 -4.9811 -1.0147 -3.1078  0.4104
H15 -2.2669 2.7533 0.1179  0.4338
C14 0.2958 -5.4408 1.7942  -0.5723
H16 -2.5654 0.4269 -0.1845  0.5896
H17 -1.6180 -1.8610 -0.5313  -0.2470
H18 -4.0561 -1.4552 -0.8353  0.3744
C15 -1.9764 -1.2519 -1.3673  -0.4337
H19 3.1850 0.7807 -3.0910  0.3681
C16 -1.2921 4.6956 0.2523  -0.9070
C17 -3.9345 -0.7726 -2.8872  -0.7231
H20 0.2345 -0.0172 -3.2750  0.1669
C18 1.7571 0.0175 4.9255  -0.5968
H21 2.0139 2.6720 -0.5426  0.1802
H22 -1.4616 -4.1966 1.7369  0.3606
H23 2.1724 5.0384 0.1958  0.4127
H24 3.4924 -4.2782 1.8958  0.3575
C19 1.0629 0.5175 -2.7929  -0.6974
H25 -0.2653 -6.3709 1.7722  0.3570
Gd1 -0.1116 0.0148 2.0482  0.3465
Cl1 2.2759 0.2478 1.8600  -0.5760
H26 -1.4955 -0.3677 5.0139  0.3893
N1 0.5210 -0.0539 4.3474  0.0734
C20 1.7620 -0.1040 6.3084  -0.2406
H27 0.6555 -2.0016 -1.6039  0.3459
H28 -3.3542 -1.0167 -3.7891  0.3219
H29 2.2200 -6.4128 1.8485  0.3545
H30 2.6366 -0.0702 6.9438  0.4066
C21 2.4064 -4.2617 1.8646  -0.9839
H31 0.0645 6.3779 0.4865  0.3885
C22 1.2022 3.1085 0.0476  -0.4976
H32 -4.1162 1.3204 -3.4460  0.4171
C23 -3.4233 -1.6225 -1.7174  -0.9240
Cl2 -2.4899 0.3476 2.2818  -0.5629
C24 1.1528 0.0996 -1.3164  -0.3921
H33 -1.3319 -1.4737 -2.2281  0.1819
H34 1.4052 2.8454 1.0923  0.2098
H35 2.9879 -2.8021 -1.8220  0.3867
C25 -3.7899 0.7240 -2.5851  -0.9917
C26 1.7386 -3.0439 1.8571  0.1603
H36 -1.5063 4.9477 -0.7965  0.3200
H37 2.6744 0.1578 4.3809  0.4467
H38 -3.4871 -2.6894 -1.9642  0.4027
C27 0.3304 -2.9998 1.8102  0.8242
H39 3.6743 -1.5233 -3.8793  0.4305
C28 -0.4636 -1.7769 1.7840  -0.4375
H40 -1.6902 0.9330 -3.0805  0.1516
H41 -2.3004 2.1622 -1.9735  0.2731
H42 -4.4463 0.9878 -1.7444  0.3607

Cartesian forces (eV/Å) of the 2 atoms listed first:
-0.11 0.99 -4.91
0.10 -0.03 -0.06

<S²> = 16.047
LUMO level (alpha / beta) = 2.36 / 2.36 eV
Net charge = -1
2S+1 = 8
Frontier orbital gap (alpha / beta) = 5.18 / 5.19 eV